57
Properties=species:S:1:pos:R:3:mulliken_charge:R:1 method="wB97M-V/def2-TZVPD" e_lumo_ev=0.3 homo_ev=-9.74
C 1.98 2.92 -2.51 -1.102
C 0.84 2.09 -3.06 0.497
O 0.39 2.57 -4.33 -0.573
H 2.80 3.00 -3.24 0.391
H 2.45 2.44 -1.65 0.225
H 1.68 3.93 -2.24 0.238
H -0.03 2.17 -2.41 -0.220
H 1.14 1.04 -3.16 0.267
H 1.01 2.28 -5.00 0.336
C -0.48 1.82 4.77 -0.302
O 0.49 1.45 5.73 -0.511
H -0.11 1.65 3.76 -0.030
H -1.39 1.25 4.95 0.271
H -0.79 2.87 4.86 0.286
H 1.29 1.96 5.55 0.292
C -0.33 -0.62 0.87 -0.649
O 0.23 0.03 -0.25 0.259
H 0.27 -0.44 1.77 0.060
H -1.36 -0.30 1.07 0.379
H -0.37 -1.69 0.66 0.163
H 0.36 0.97 -0.07 -0.020
C 3.20 -1.06 1.26 -0.016
O 4.61 -0.91 1.33 -0.573
H 2.85 -2.02 1.66 -0.024
H 2.72 -0.26 1.81 0.135
H 2.86 -0.95 0.22 0.169
H 4.98 -1.57 0.74 0.324
C -0.73 3.13 0.58 -0.571
O 0.64 2.73 0.35 -0.605
H -1.12 3.65 -0.28 0.301
H -1.31 2.22 0.77 0.142
H -0.80 3.73 1.49 0.341
H 1.14 3.55 0.32 0.297
C 0.62 -3.40 3.14 -0.400
O 1.10 -4.31 2.18 -0.500
H -0.28 -2.93 2.75 0.104
H 0.39 -3.86 4.11 0.322
H 1.30 -2.59 3.41 0.183
H 2.06 -4.33 2.19 0.304
C -3.24 -2.64 -0.30 -0.337
O -3.70 -2.81 -1.63 -0.516
H -2.45 -3.36 -0.10 0.159
H -2.90 -1.61 -0.14 -0.002
H -4.02 -2.85 0.44 0.426
H -4.63 -2.56 -1.67 0.295
C -2.59 0.73 -2.39 -0.432
O -2.74 2.06 -2.87 -0.582
H -1.90 0.68 -1.55 0.088
H -3.58 0.36 -2.09 0.291
H -2.28 0.06 -3.19 0.291
H -2.21 2.16 -3.66 0.305
C 0.13 -2.35 -2.63 -0.235
O 1.24 -1.46 -2.48 -0.603
H 0.00 -2.94 -1.73 0.150
H -0.78 -1.78 -2.84 -0.057
H 0.34 -2.97 -3.50 0.352
H 1.06 -0.90 -1.72 0.216

72
Properties=species:S:1:pos:R:3:mulliken_charge:R:1 method="wB97M-V/def2-TZVPD" e_lumo_ev=-11.8 charge=+2 homo_ev=-14.96
Al 1.31 -3.65 -0.44 1.179
Al -2.46 -2.20 1.94 1.016
Al 2.02 -1.66 3.66 0.966
C -2.37 -4.43 -1.91 -0.545
O -1.80 -3.93 -0.69 -0.132
H -1.59 -4.21 -2.64 0.286
H -2.54 -5.50 -1.84 0.291
H -3.26 -3.90 -2.24 0.270
P 0.38 -0.38 0.75 1.840
O 1.75 -1.08 0.78 -0.914
O -0.50 -1.34 -0.13 -0.191
O 0.19 1.09 0.31 0.007
O -0.16 -0.55 2.20 -1.048
P 0.15 -4.68 2.69 0.610
O 0.37 -3.28 2.14 0.086
O 0.70 -4.59 4.12 -0.343
O 0.87 -5.64 1.66 -0.430
O -1.39 -4.83 2.81 -0.342
C -0.04 -1.28 -3.80 -0.875
O 0.43 -1.59 -2.49 -0.169
H -1.12 -1.29 -3.65 0.323
H 0.38 -0.37 -4.22 0.242
H 0.19 -2.03 -4.56 0.291
H -0.28 -1.26 -1.93 -0.064
C 1.80 2.09 -2.20 -0.600
O 2.29 1.96 -0.85 -0.542
H 2.55 1.82 -2.95 0.354
H 1.02 1.36 -2.37 -0.036
H 1.56 3.04 -2.68 0.361
H 1.59 1.57 -0.32 0.212
C -3.09 2.04 2.84 -0.780
O -2.56 0.87 2.07 -0.376
H -4.08 2.39 2.55 0.283
H -3.20 1.78 3.89 0.357
H -2.43 2.91 2.72 0.230
H -1.73 1.14 1.67 0.250
C 0.66 2.24 4.28 -0.501
O 1.26 1.34 3.46 -0.384
H 0.86 1.99 5.33 0.347
H 0.82 3.30 4.11 0.279
H -0.42 2.14 4.15 0.103
H 0.85 1.34 2.59 0.146
C -1.87 1.97 -2.50 -0.962
O -1.93 1.50 -1.22 -0.313
H -1.20 1.34 -3.09 0.206
H -2.83 2.11 -2.99 0.378
H -1.35 2.92 -2.43 0.320
H -1.06 1.42 -0.84 0.254
C -3.71 -1.02 -1.62 0.137
O -3.86 -0.46 -0.34 -0.488
H -2.77 -1.54 -1.79 -0.476
H -4.49 -1.68 -1.99 0.472
H -3.58 -0.20 -2.33 0.079
H -3.20 0.23 -0.25 0.298
C 3.65 -1.12 -2.23 -0.528
O 3.70 -2.55 -2.06 -0.444
H 4.54 -0.71 -1.74 0.448
H 3.79 -0.93 -3.29 0.397
H 2.79 -0.55 -1.88 -0.047
H 4.56 -2.78 -2.42 0.295
C 4.39 1.32 1.72 -0.293
O 4.05 -0.03 1.69 -0.406
H 3.72 1.86 1.05 0.091
H 4.14 1.67 2.73 0.210
H 5.45 1.49 1.55 0.316
H 3.47 -0.26 0.96 0.276
C -1.10 4.17 0.65 -0.764
O -0.45 3.34 1.58 -0.595
H -2.04 3.81 0.25 0.245
H -1.14 5.18 1.05 0.330
H -0.36 4.23 -0.14 0.307
H -0.27 2.51 1.13 0.201

23
Properties=species:S:1:pos:R:3:mulliken_charge:R:1 method="wB97M-V/def2-TZVPD" e_lumo_ev=1.9 charge=-1 homo_ev=-5.18
F -2.38 0.06 1.49 -0.322
C -1.24 -0.65 1.56 -0.026
C -1.24 -2.00 1.52 0.364
F -2.39 -2.70 1.47 -0.331
C 0.00 -2.78 1.48 0.417
O 0.00 -4.01 1.40 -0.621
C 1.24 -2.00 1.52 0.364
F 2.39 -2.70 1.47 -0.331
C 1.24 -0.65 1.57 -0.026
F 2.38 0.06 1.49 -0.322
C 0.00 0.15 1.78 1.482
O 0.00 1.23 2.37 -0.727
N 0.00 0.76 -0.28 -0.226
C 0.00 -0.03 -1.40 0.158
O 0.00 -1.26 -1.42 -0.696
N 0.00 0.66 -2.62 -0.054
C 0.00 2.03 -2.84 0.366
O 0.00 2.47 -4.00 -0.727
C 0.00 2.76 -1.61 -0.752
C 0.00 2.08 -0.42 0.045
H 0.00 0.06 -3.43 0.215
H 0.00 3.84 -1.61 0.390
H 0.00 2.64 0.51 0.362

74
Properties=species:S:1:pos:R:3:mulliken_charge:R:1 method="wB97M-V/def2-TZVPD" e_lumo_ev="-4.6 / -4.8" spin_multiplicity=7 charge=+1 homo_ev="-11.37 / -11.51"
Pt 0.79 4.09 0.38 2.603
Sr -3.29 3.17 1.63 1.746
Pd 0.93 0.94 -2.30 -0.501
Pd 1.59 0.35 2.88 0.081
B 0.32 3.29 -2.20 0.481
H -0.80 2.90 -2.39 -0.417
H 0.19 4.48 -2.10 -0.086
H 0.71 2.86 -1.14 -0.761
H 1.11 2.95 -3.03 -0.143
B -1.38 4.80 0.61 -0.066
H -2.47 5.27 0.67 -0.258
H -0.57 5.70 0.55 0.029
H -1.23 4.15 1.60 -0.313
H -1.38 3.99 -0.26 -0.036
B 0.79 2.18 4.27 0.986
H 0.09 1.28 3.92 -0.480
H 1.28 1.77 5.30 -0.244
H 1.61 2.45 3.44 -0.208
H 0.18 3.18 4.57 -0.257
S 3.18 1.93 0.17 0.745
O 2.77 1.30 1.46 -0.724
O 2.72 3.37 0.27 -0.769
O 4.59 1.85 0.00 -0.634
O 2.53 1.27 -1.01 -0.774
S -0.65 0.94 0.72 1.939
O -0.47 0.52 -0.69 0.384
O -0.10 -0.06 1.64 -0.141
O 0.13 2.17 0.92 -0.228
O -2.10 1.18 0.96 -0.916
C 1.13 -3.02 0.69 -0.587
C 2.31 -2.08 0.86 0.385
O 2.48 -1.76 2.25 -0.520
H 0.24 -2.60 1.17 -0.013
H 1.37 -3.97 1.18 0.483
H 0.82 -3.20 -0.34 -0.007
H 2.14 -1.14 0.34 -0.430
H 3.20 -2.59 0.48 0.493
H 2.83 -2.52 2.73 0.265
C -2.59 -2.64 -0.81 -0.635
C -3.54 -1.47 -0.98 -0.252
O -2.99 -0.42 -1.77 -0.521
H -1.81 -2.43 -0.07 -0.084
H -2.13 -2.87 -1.77 0.134
H -3.14 -3.53 -0.51 0.506
H -3.93 -1.16 -0.01 0.227
H -4.43 -1.84 -1.50 0.388
H -2.42 0.08 -1.18 -0.019
C 2.42 -2.48 -2.94 -1.099
C 0.92 -2.42 -3.12 -0.279
O 0.41 -1.29 -2.40 -0.008
H 2.77 -3.44 -3.33 0.425
H 2.70 -2.45 -1.89 0.080
H 2.94 -1.74 -3.55 0.347
H 0.43 -3.34 -2.78 0.320
H 0.70 -2.30 -4.18 0.338
H -0.52 -1.41 -2.17 -0.290
C -0.01 -2.02 6.45 -1.307
C 0.40 -2.27 5.03 -0.223
O 0.35 -1.06 4.22 -0.014
H 0.24 -2.93 7.01 0.399
H -1.09 -1.92 6.53 0.371
H 0.50 -1.18 6.93 0.323
H -0.25 -2.96 4.49 0.285
H 1.43 -2.62 4.96 0.248
H -0.33 -0.45 4.51 0.137
C -2.32 0.05 -5.50 -1.244
C -0.91 0.48 -5.08 -0.164
O -0.86 0.76 -3.68 -0.033
H -2.33 -0.19 -6.56 0.411
H -3.03 0.85 -5.31 0.371
H -2.59 -0.82 -4.90 0.257
H -0.63 1.36 -5.66 0.276
H -0.23 -0.34 -5.30 0.166
H -1.73 1.03 -3.38 0.060

65
Properties=species:S:1:pos:R:3:mulliken_charge:R:1 method="wB97M-V/def2-TZVPD" e_lumo_ev=-0.4 homo_ev=-8.80
C -5.49 -2.30 2.33 -0.832
O -4.08 -2.21 2.28 -0.323
C -3.61 -2.50 1.02 -0.901
C -2.08 -2.15 0.99 1.587
C -1.35 -2.72 -0.21 -1.574
N -1.41 -2.68 2.14 -0.824
H -5.86 -1.98 3.31 0.292
H -5.94 -3.28 2.20 0.334
H -6.02 -1.76 1.55 0.295
H -3.74 -3.58 0.91 0.479
H -4.18 -2.06 0.20 0.391
H -2.00 -1.06 1.00 -0.297
H -0.34 -2.36 -0.37 0.253
H -1.84 -2.50 -1.17 0.291
H -1.20 -3.79 -0.06 0.464
H -0.48 -2.35 2.38 0.234
H -1.99 -2.36 2.90 0.303
C 6.85 0.02 1.32 -0.686
O 6.21 -0.65 0.23 -0.383
C 4.83 -0.78 0.46 -0.704
C 4.01 0.52 0.17 0.457
C 2.50 0.24 0.08 -1.128
N 4.45 0.98 -1.11 -0.737
H 7.87 0.30 1.05 0.275
H 6.91 -0.63 2.20 0.306
H 6.34 0.95 1.57 0.280
H 4.57 -1.50 -0.32 0.329
H 4.57 -1.27 1.40 0.360
H 4.31 1.28 0.90 0.286
H 2.11 -0.14 1.03 0.162
H 2.26 -0.49 -0.69 0.395
H 1.98 1.13 -0.28 0.161
H 4.36 0.23 -1.78 0.305
H 5.46 0.90 -1.03 0.339
O -1.75 -0.73 -4.41 -0.569
C -0.85 0.38 -4.26 -0.488
C 0.09 0.03 -3.05 0.340
O 0.71 -1.20 -3.27 -0.557
H -2.40 -0.70 -3.70 0.327
H -0.37 0.43 -5.24 0.309
H -1.36 1.33 -4.05 0.264
H -0.39 -0.03 -2.08 -0.171
H 0.87 0.79 -3.01 0.277
H 0.04 -1.77 -3.66 0.389
O -3.70 0.30 -2.69 -0.635
H -4.59 0.65 -2.81 0.276
H -3.51 0.44 -1.76 0.414
O -1.07 4.80 1.45 -0.658
H -0.26 5.19 1.78 0.311
H -0.78 4.06 0.93 0.350
O 0.04 0.97 2.44 -0.684
H -0.59 1.32 3.07 0.272
H 0.16 0.06 2.70 0.228
O 0.57 3.14 -1.41 -0.601
H -0.01 3.72 -1.92 0.322
H -0.02 2.67 -0.83 0.367
O 2.49 2.48 2.72 -0.609
H 1.69 1.94 2.70 0.357
H 2.32 3.18 2.10 0.294
O -1.10 1.65 0.02 -0.667
H -1.73 0.93 0.08 -0.009
H -0.51 1.51 0.76 0.480
O -3.67 0.88 0.08 -0.582
H -4.57 0.57 -0.07 0.253
H -3.76 1.55 0.76 0.211

72
Properties=species:S:1:pos:R:3:mulliken_charge:R:1 method="wB97M-V/def2-TZVPD" e_lumo_ev=2.2 charge=-1 homo_ev=-7.86
P -15.39 33.97 -5.50 1.355
F -15.38 34.76 -6.94 -0.379
F -16.45 35.03 -4.75 -0.437
F -16.74 33.26 -5.99 -0.390
F -15.58 33.23 -4.11 -0.384
F -14.47 32.79 -6.15 -0.372
F -14.09 34.87 -4.95 -0.411
C -16.28 32.37 0.27 -0.867
C -17.61 32.90 -0.26 -0.319
O -17.47 34.31 -0.51 -0.500
H -15.43 32.41 -0.40 0.279
H -16.42 31.29 0.39 0.313
H -16.05 32.73 1.27 0.266
H -18.43 32.74 0.44 0.272
H -17.92 32.40 -1.18 0.265
H -17.12 34.34 -1.40 0.297
C -10.82 35.57 -8.88 -1.011
C -12.06 36.03 -9.52 -0.097
O -11.57 36.66 -10.69 -0.524
H -10.00 35.21 -9.50 0.298
H -11.18 34.87 -8.12 0.317
H -10.43 36.54 -8.56 0.266
H -12.73 36.59 -8.87 0.221
H -12.79 35.25 -9.76 0.228
H -12.19 36.39 -11.38 0.303
C -18.62 37.80 -10.13 -0.937
C -19.44 36.96 -9.20 -0.120
O -20.63 37.67 -8.93 -0.567
H -17.63 37.34 -10.15 0.313
H -18.60 38.82 -9.75 0.251
H -19.00 37.82 -11.15 0.283
H -18.93 36.76 -8.26 0.203
H -19.89 36.02 -9.53 0.273
H -21.16 37.14 -8.32 0.303
C -17.59 43.60 -5.62 -1.444
C -17.40 42.12 -5.47 0.593
C -17.46 41.69 -4.01 -0.792
O -17.07 40.38 -4.00 -0.160
C -16.86 39.97 -2.64 -0.955
N -18.43 41.51 -6.25 -0.814
H -17.52 43.83 -6.68 0.349
H -16.76 44.03 -5.05 0.370
H -18.53 44.10 -5.38 0.336
H -16.44 41.83 -5.88 0.294
H -18.47 41.91 -3.66 0.307
H -16.69 42.28 -3.50 0.373
H -16.30 39.05 -2.76 0.267
H -17.79 39.76 -2.10 0.334
H -16.19 40.60 -2.07 0.408
H -17.90 41.27 -7.08 0.277
H -18.65 40.57 -5.94 0.266
O -20.25 31.14 -5.53 -0.653
H -20.86 31.87 -5.45 0.309
H -19.39 31.53 -5.47 0.346
O -13.60 38.78 -5.68 -0.650
H -13.70 37.83 -5.66 0.337
H -14.32 39.11 -5.13 0.311
O -12.04 30.72 -8.80 -0.629
H -12.71 31.36 -9.07 0.314
H -11.82 30.98 -7.90 0.319
O -19.40 37.51 -4.10 -0.668
H -18.96 38.28 -3.74 0.309
H -18.69 36.94 -4.41 0.355
O -14.22 29.46 -3.92 -0.642
H -14.44 30.01 -4.67 0.329
H -15.05 29.37 -3.45 0.309
O -17.44 33.09 -10.30 -0.643
H -16.64 33.35 -9.84 0.318
H -17.99 33.88 -10.29 0.322
O -11.86 35.83 -1.68 -0.642
H -11.41 35.08 -1.29 0.308
H -12.45 35.44 -2.33 0.336

71
Properties=species:S:1:pos:R:3:mulliken_charge:R:1 method="wB97M-V/def2-TZVPD" e_lumo_ev=0.2 homo_ev=-9.41
O 3.86 1.36 2.17 -0.591
C 3.84 0.82 3.51 0.112
C 5.16 0.05 3.65 -0.590
O 5.20 -0.53 4.96 -0.566
H 3.40 0.68 1.69 0.325
H 3.85 1.71 4.15 0.168
H 2.95 0.21 3.66 0.151
H 6.00 0.64 3.46 0.390
H 5.13 -0.81 3.03 0.313
H 4.49 -1.21 4.93 0.328
O 0.01 3.04 -1.55 -0.538
C 0.80 3.99 -0.98 0.138
C 0.80 5.26 -1.79 -0.727
O -0.58 5.70 -1.81 -0.548
H -0.79 3.50 -1.84 0.309
H 0.39 4.11 0.08 -0.065
H 1.79 3.55 -1.01 0.338
H 1.17 5.21 -2.84 0.346
H 1.36 6.07 -1.39 0.396
H -0.69 6.36 -2.51 0.305
O -2.85 -5.20 -3.68 -0.541
C -1.52 -4.74 -3.83 -0.697
C -1.29 -3.48 -2.96 0.177
O -2.27 -2.54 -3.21 -0.445
H -2.87 -6.11 -3.38 0.313
H -0.76 -5.53 -3.63 0.416
H -1.35 -4.25 -4.82 0.272
H -0.34 -3.00 -2.83 0.206
H -1.61 -3.74 -1.98 0.025
H -3.11 -2.99 -3.52 0.259
O -4.15 -1.36 -1.03 -0.516
C -2.96 -1.58 -0.34 -0.054
C -3.10 -3.09 0.17 -0.533
O -2.03 -3.37 1.07 -0.549
H -4.71 -0.96 -0.42 0.362
H -2.23 -1.51 -1.13 -0.299
H -2.79 -0.81 0.43 0.566
H -3.33 -3.91 -0.55 0.357
H -3.95 -3.05 0.87 0.415
H -2.22 -4.22 1.54 0.269
O 0.50 0.54 -2.34 -0.585
C 0.73 -0.27 -1.23 0.191
C 1.77 0.42 -0.36 -0.002
O 2.08 -0.37 0.71 -0.724
H 0.46 1.46 -2.10 0.421
H -0.13 -0.45 -0.68 -0.076
H 0.98 -1.23 -1.69 0.191
H 1.39 1.40 -0.03 -0.189
H 2.67 0.59 -0.94 0.619
H 1.25 -0.62 1.17 0.473
O -1.07 1.43 1.60 -0.661
H -1.99 1.57 1.42 0.222
H -0.55 2.14 1.29 0.206
O 0.21 -1.59 4.12 -0.739
H 0.36 -0.65 4.30 0.378
H 0.18 -1.64 3.17 0.429
O -2.45 1.21 -1.56 -0.510
H -3.35 1.23 -1.81 0.249
H -2.08 0.57 -2.13 0.252
O -0.30 -1.26 1.63 -0.657
H -0.91 -1.84 1.19 0.185
H -0.72 -0.36 1.63 0.418
O 1.27 2.88 2.02 -0.515
H 1.19 3.80 1.89 0.255
H 2.22 2.84 2.13 0.245
O -1.68 0.12 -4.12 -0.756
H -1.94 -0.78 -3.98 0.430
H -0.81 0.24 -3.80 0.356
O 0.66 1.07 4.19 -0.635
H 0.75 1.42 3.31 0.232
H 0.64 1.88 4.67 0.300

20
Properties=species:S:1:pos:R:3:mulliken_charge:R:1 method="wB97M-V/def2-TZVPD" e_lumo_ev=-2.8 homo_ev=-5.82
C 2.34 0.59 0.78 -0.675
C 2.28 0.88 -0.59 -0.527
C 1.08 0.75 -1.32 0.288
C -0.03 0.19 -0.68 0.830
C -1.19 -0.06 -1.40 0.284
C -2.28 -0.70 -0.81 -0.691
C -2.25 -0.98 0.56 -0.480
C -1.14 -0.67 1.33 0.241
C 0.02 -0.13 0.70 1.015
C 1.19 0.12 1.47 0.160
N 1.32 -0.07 2.77 -0.705
S -0.03 -0.51 3.65 0.263
N -1.28 -0.92 2.62 -0.687
N -1.31 0.17 -2.69 -0.698
S -0.13 0.96 -3.61 0.288
N 1.21 1.04 -2.58 -0.703
H 3.28 0.59 1.26 0.469
H 3.15 1.17 -1.15 0.447
H -3.12 -1.01 -1.39 0.469
H -3.12 -1.40 1.06 0.413

no.,M (u),E_tot (eV)
1,302.405,-29409.925
2,590.298,-86195.354
3,291.136,-32460.150
4,962.541,-72395.589
5,366.449,-36551.993
6,498.412,-60679.676
7,436.445,-45887.794
8,244.304,-38060.841